DFT (the ωB97M-V functional and the def2-TZVPD basis) results for a cluster of 11 separate species, C44H66O33 in total at a distorted geometry.

Last column: Mulliken charge in e.
Atoms and positions in Å:
C1 6.0742 -0.0681 6.4270  -1.766
C2 5.3693 -0.6473 5.2581  1.953
C3 6.1797 -1.1750 4.0508  -0.355
O1 5.4829 -2.3833 3.8211  -0.293
C4 4.5299 -2.6093 4.7128  0.805
O2 3.7096 -3.5040 4.7439  -0.615
O3 4.6155 -1.7136 5.6694  -0.503
H1 6.3465 0.9777 6.2847  0.327
H2 7.0024 -0.5600 6.7177  0.418
H3 5.4197 -0.1147 7.2973  0.373
H4 4.7379 0.1312 4.8300  -0.762
H5 7.2425 -1.3925 4.1568  0.334
H6 6.0051 -0.4658 3.2417  0.185
C5 -3.4909 -4.5362 -0.8758  -1.665
C6 -3.4344 -3.3276 -1.8342  1.060
C7 -2.0611 -2.9929 -2.3105  0.807
O4 -2.0819 -3.2608 -3.6984  -0.238
C8 -3.3164 -3.6366 -4.0660  0.519
O5 -3.6425 -3.7557 -5.1862  -0.546
O6 -4.0556 -3.8805 -2.9521  -0.428
H7 -2.9849 -4.3597 0.0733  0.370
H8 -3.2255 -5.5043 -1.3005  0.412
H9 -4.5250 -4.7700 -0.6227  0.391
H10 -3.9498 -2.4321 -1.4870  -0.100
H11 -1.2654 -3.5752 -1.8460  0.265
H12 -1.7877 -1.9820 -2.0080  -0.843
C9 -6.3892 1.7662 0.6755  -1.493
C10 -5.3747 1.3655 -0.4162  0.325
C11 -4.1435 2.1964 -0.7660  -0.614
O7 -3.0668 1.3423 -0.5193  0.763
C12 -3.5192 0.1987 -0.1988  0.132
O8 -2.8893 -0.8257 0.0369  -0.679
O9 -4.8566 0.1720 -0.1341  -0.421
H13 -7.3587 1.2680 0.6772  0.392
H14 -6.6675 2.8168 0.5918  0.381
H15 -5.9582 1.6333 1.6677  0.281
H16 -6.0137 1.2457 -1.2910  0.237
H17 -4.0473 3.1260 -0.2050  0.514
H18 -4.0772 2.5846 -1.7824  0.264
C13 1.3274 -0.4611 5.3489  -0.873
C14 1.1948 -0.9355 6.8176  0.366
C15 -0.1169 -0.8328 7.5036  -0.118
O10 -0.3892 -2.1429 7.9969  -0.359
C16 0.5031 -2.9712 7.5775  0.563
O11 0.5487 -4.1264 7.9084  -0.593
O12 1.3991 -2.3564 6.7475  -0.207
H19 0.5935 -1.0210 4.7692  0.360
H20 2.3128 -0.6762 4.9357  -0.172
H21 1.0679 0.5898 5.2203  0.230
H22 2.0025 -0.5105 7.4135  0.227
H23 -0.8460 -0.5966 6.7285  0.089
H24 -0.1784 -0.0217 8.2291  0.329
C17 4.1634 -3.8176 0.9117  -1.377
C18 4.2091 -4.6711 -0.3228  0.534
C19 3.2738 -4.2831 -1.3900  -0.010
O13 4.0778 -3.9722 -2.5152  -0.284
C20 5.4150 -4.1667 -2.1966  0.613
O14 6.3615 -4.0946 -2.9791  -0.588
O15 5.5179 -4.6304 -0.9587  -0.377
H25 4.3556 -2.7706 0.6772  0.226
H26 4.9303 -4.0977 1.6338  0.384
H27 3.2359 -3.8379 1.4839  0.443
H28 3.9975 -5.7046 -0.0485  0.263
H29 2.5374 -3.5148 -1.1545  -0.061
H30 2.7458 -5.2105 -1.6120  0.263
C21 -0.4747 4.1063 -1.6453  -1.076
C22 -0.7466 2.9872 -2.6082  1.822
C23 -1.1797 3.4488 -3.9874  -0.149
O16 -0.1758 2.9853 -4.8639  -0.349
C24 0.8162 2.3647 -4.1460  0.536
O17 1.9093 1.9708 -4.5500  -0.594
O18 0.4277 2.2785 -2.8643  -0.095
H31 0.3473 4.7174 -2.0181  0.456
H32 -0.2589 3.6275 -0.6901  -0.337
H33 -1.2816 4.8230 -1.4930  0.462
H34 -1.5488 2.2989 -2.3422  -0.796
H35 -1.3095 4.5282 -4.0655  0.373
H36 -2.1414 2.9929 -4.2228  -0.116
C25 0.6417 -1.2215 -5.3383  -1.198
C26 -0.1374 -1.7754 -6.5223  0.925
C27 0.2370 -1.0657 -7.8134  -0.187
O19 0.1701 -2.0925 -8.7495  -0.372
C28 0.3430 -3.2245 -8.0446  0.490
O20 0.6789 -4.2396 -8.5872  -0.595
O21 0.3983 -3.0118 -6.7606  -0.362
H37 0.2569 -0.2115 -5.1970  -0.067
H38 1.7077 -1.0890 -5.5235  0.590
H39 0.6359 -1.7980 -4.4133  0.192
H40 -1.1888 -2.0115 -6.3581  0.091
H41 1.1948 -0.5459 -7.8330  0.302
H42 -0.4993 -0.3015 -8.0625  0.152
C29 -5.0757 2.1125 -5.9650  -1.406
C30 -4.5124 0.7058 -5.9027  0.451
C31 -3.3128 0.4833 -6.8022  -0.639
O22 -2.2865 0.2128 -5.8574  -0.156
C32 -2.7483 0.1307 -4.6476  -0.284
O23 -2.0757 -0.0947 -3.6442  0.153
O24 -4.0398 0.4306 -4.6408  -0.235
H43 -4.2581 2.7674 -5.6636  0.278
H44 -5.9333 2.2003 -5.2981  0.346
H45 -5.4020 2.3383 -6.9802  0.427
H46 -5.3231 0.0678 -6.2546  0.330
H47 -3.0727 1.3145 -7.4652  0.362
H48 -3.4536 -0.3312 -7.5128  0.300
C33 -1.7270 3.8318 2.0715  -0.478
C34 -2.3245 3.2337 3.3090  0.032
C35 -3.7901 2.9246 3.0299  0.253
O25 -3.8958 1.6599 3.6129  -0.380
C36 -2.7367 1.0742 3.8019  0.532
O26 -2.5882 -0.0986 4.0826  -0.576
O27 -1.8090 1.9456 3.5142  -0.013
H49 -2.0074 4.8754 1.9286  0.537
H50 -2.0048 3.3176 1.1514  -0.266
H51 -0.6495 3.7948 2.2317  -0.055
H52 -2.1824 3.8354 4.2067  0.408
H53 -3.9807 2.9600 1.9573  -0.414
H54 -4.3791 3.6838 3.5446  0.444
C37 1.6081 3.6535 4.9027  -1.487
C38 2.5531 2.8812 4.0283  1.987
C39 3.1273 3.6325 2.8459  -0.187
O28 4.4670 3.3183 2.8376  -0.349
C40 4.8528 2.7728 3.9950  0.519
O29 6.0194 2.4829 4.2313  -0.556
O30 3.7054 2.5102 4.7491  -0.428
H55 1.9469 4.6760 5.0693  0.490
H56 1.4987 3.1371 5.8563  0.389
H57 0.6261 3.7188 4.4342  0.012
H58 2.1707 1.9666 3.5751  -0.715
H59 3.1072 4.7104 3.0069  0.400
H60 2.5174 3.3558 1.9859  0.046
C41 0.6932 -0.8981 -1.3853  -0.597
C42 1.3892 0.2083 -0.5935  0.442
C43 0.6536 1.0596 0.4401  1.073
O31 1.4801 1.0784 1.6397  0.312
C44 2.3428 0.0557 1.5541  -0.179
O32 3.1645 -0.2388 2.4477  -0.452
O33 2.1331 -0.5626 0.3520  -0.390
H61 0.1526 -0.4275 -2.2065  -0.249
H62 0.0673 -1.4095 -0.6540  0.475
H63 1.4165 -1.5592 -1.8627  0.253
H64 2.0359 0.7888 -1.2514  0.230
H65 -0.2988 0.5465 0.5735  -0.097
H66 0.5443 2.1076 0.1610  -1.051

Atomic forces in eV per Å
C 0.9 0.7 1.1
C 1.5 2.0 -0.7
C -0.6 0.5 0.5
O 0.1 -1.2 -1.9
C -1.7 -2.1 0.4
O 1.5 1.0 -0.8
O -1.2 -0.3 1.5
H -0.2 0.0 -0.2
H 0.0 -0.4 -0.2
H -0.1 0.0 0.0
H -0.5 -0.1 0.2
H -0.1 0.1 0.3
H 0.3 -0.4 -0.3
C -0.7 0.5 1.2
C 0.0 -2.2 1.7
C 1.6 0.3 1.0
O 0.4 0.8 -0.2
C 0.5 0.0 1.7
O -0.9 -0.3 -1.5
O -1.1 0.5 -2.7
H 0.2 0.0 -0.1
H 0.9 0.4 -0.5
H -0.3 0.5 0.1
H -0.2 -0.3 0.1
H -0.2 -0.6 -0.1
H -0.2 0.3 -0.9
C 0.7 1.1 0.6
C -3.5 2.3 -1.1
C -0.7 2.4 -0.2
O 1.7 2.3 -0.4
C 0.3 -6.4 1.5
O -0.4 2.3 -0.5
O 1.3 -3.0 0.8
H 0.4 -0.6 -0.5
H 0.2 0.2 -0.1
H 0.1 -0.1 0.1
H 0.2 0.2 -0.5
H 0.1 -0.2 0.6
H -0.3 -0.6 -0.4
C -0.8 -0.1 0.6
C 2.0 -0.4 -1.5
C -1.4 0.8 -1.2
O -1.8 2.4 1.3
C 2.3 -2.5 -0.5
O 0.0 0.8 -0.6
O -0.3 -0.5 0.8
H 0.0 -0.1 -0.1
H -0.1 0.1 0.3
H 0.2 0.2 0.1
H 0.1 0.0 0.1
H -0.5 -0.1 0.1
H 0.1 -0.6 0.5
C 0.8 0.7 0.7
C 0.8 -0.3 1.8
C -1.1 -1.0 -1.3
O 1.3 0.7 -0.2
C 1.3 -0.8 -2.5
O -2.8 0.4 1.9
O -0.4 0.2 0.8
H 0.0 0.1 -0.2
H 0.1 -0.2 -0.1
H -0.3 -0.3 -0.4
H 0.4 -0.1 0.0
H 0.4 0.3 0.0
H -0.5 0.3 -0.5
C 0.0 -0.1 0.5
C -1.5 0.6 -0.7
C -0.6 0.3 -0.3
O 1.1 -0.4 -0.3
C 2.4 -0.5 -1.1
O -3.5 1.1 0.8
O 1.1 -0.8 0.5
H 0.3 -0.2 0.2
H 0.3 0.5 0.1
H -0.4 -0.3 -0.1
H 0.4 -0.2 0.9
H 0.3 0.1 -0.1
H 0.0 -0.1 -0.4
C -0.4 1.1 0.2
C 1.3 1.3 1.8
C -1.7 2.0 0.3
O -0.5 0.0 -0.3
C 2.6 -2.3 -2.6
O -0.9 -0.1 0.3
O 0.4 -2.5 0.3
H 0.0 0.0 0.6
H 0.0 -0.2 -0.7
H -0.8 -0.1 -0.1
H -0.3 1.1 0.1
H 0.3 -0.4 0.3
H -0.1 0.0 -0.1
C 0.4 -0.2 0.2
C -1.6 0.9 -2.4
C -0.2 -0.1 -0.8
O 1.6 -0.1 -1.8
C 1.4 -0.1 2.9
O -1.5 0.5 -1.9
O -0.8 -0.6 2.2
H -0.2 0.5 0.0
H 0.1 0.1 0.0
H 0.1 0.1 0.0
H 0.1 -0.6 0.7
H 0.3 0.4 0.6
H 0.2 -0.5 0.5
C 1.2 0.6 0.2
C -1.0 0.4 -1.3
C 0.8 1.2 1.0
O -3.5 -0.4 0.1
C 0.1 -3.3 0.0
O 0.0 2.3 -0.1
O 3.1 0.2 0.2
H -0.1 0.1 0.3
H 0.1 -0.4 0.2
H 0.2 0.1 -0.5
H 0.1 0.0 0.0
H -0.3 -0.5 0.1
H -0.6 -0.4 -0.1
C -0.3 -0.2 0.0
C 0.1 -0.3 -0.7
C -1.6 1.5 0.7
O 1.5 -0.6 -0.9
C 1.1 -1.5 0.4
O -3.2 0.7 0.1
O 2.7 0.2 0.4
H 0.2 -0.1 0.1
H -0.1 0.1 0.0
H -0.1 -0.1 0.0
H -0.5 -0.1 0.7
H -0.5 0.2 -0.2
H 0.8 0.0 -0.5
C -0.5 1.5 0.1
C 0.7 -0.6 0.4
C -0.6 0.5 -0.7
O -0.6 -0.2 -0.7
C 2.0 -1.1 1.4
O -2.8 0.8 -3.3
O 2.6 -0.7 1.8
H -0.5 -0.2 0.1
H -0.2 -0.3 -0.5
H 0.2 0.1 0.4
H 0.3 0.0 0.2
H -0.2 0.3 0.8
H -0.2 -0.3 0.0

Values from the calculation:
- calculated total energy (a.u.) = -4199.1696
- SMILES string = C[C@H]1COC(=O)O1.C[C@H]1COC(=O)O1.C[C@H]1COC(=O)O1.C[C@H]1COC(=O)O1.C[C@H]1COC(=O)O1.C[C@H]1COC(=O)O1.C[C@H]1COC(=O)O1.C[C@H]1COC(=O)O1.C[C@H]1COC(=O)O1.C[C@H]1COC(=O)O1.C[C@H]1COC(=O)O1
- energy relative to the best compared isomer or geometry (same formula, charge and spin) (eV) = 5.383
- Kohn-Sham gap (eV) = 9.3